Record 1
9
Properties=species:S:1:pos:R:3:forces:R:3 method="wB97M-V/def2-TZVPD" e_homo_ev=-10.3 orbital_gap_ev=9.1
Cl 1.959657 -1.952151 0.456925 -0.834 0.552 -0.400
Cl 1.919396 0.365978 -1.664737 -0.345 -0.013 -0.536
P -1.494043 1.265981 0.732610 0.545 -0.913 0.644
P 1.037552 -0.111623 0.058945 1.431 -1.674 -0.770
O -2.162976 1.909286 -0.386568 -0.514 0.579 -0.836
O 1.490387 0.787227 1.095972 -0.534 1.182 1.130
C -0.726250 -0.321663 -0.056405 0.509 -1.080 2.119
H -0.771489 -1.212566 0.647613 -0.276 1.085 -0.017
H -1.252237 -0.730471 -0.884353 0.019 0.281 -1.335



Record 2
64
Properties=species:S:1:pos:R:3:forces:R:3 method="wB97M-V/def2-TZVPD" e_homo_ev=-6.4 orbital_gap_ev=6.8
Bi -0.458455 -0.737899 -0.804751 0.091 1.049 -0.043
Te -1.965001 -2.575460 -4.343611 -0.090 0.030 0.294
Se -2.439084 -0.706618 -2.687451 -0.483 -0.221 -1.021
Se 0.219552 -3.138834 -1.501423 -0.002 -1.856 -0.559
Se 0.479413 -2.859602 -3.791629 -0.246 0.267 -0.173
P 2.995838 -1.280984 -1.457365 0.171 0.064 -0.365
P 1.980995 -2.133174 1.508211 -0.417 0.233 0.318
O 2.071582 -3.488383 2.121408 0.284 -0.363 0.157
O 3.108688 -2.304995 -2.529556 0.513 -0.133 -0.052
O 4.291390 -0.314216 -1.482006 -0.251 0.228 0.259
O 0.613146 -1.674790 1.106997 0.356 0.191 0.069
O 2.568679 -0.990979 2.478185 -0.004 0.100 -0.263
O 1.813320 -0.360608 -1.402503 0.302 0.384 0.206
N -0.885761 1.903478 -1.858699 -0.100 -0.030 0.352
N -2.351399 0.973182 0.366386 -0.057 -0.027 0.011
N -2.093053 -1.938973 0.642304 -0.190 0.104 0.053
N 0.532783 1.591211 0.537057 -0.058 -0.434 0.184
N 3.156871 -3.677861 -0.262335 -0.408 -0.823 -0.404
C -2.508218 -3.751254 2.133944 -0.190 0.137 0.035
C -3.464532 -3.002985 2.799698 0.060 -0.001 -0.184
C 0.793943 4.191034 1.403602 0.045 -0.035 -0.036
C 1.759076 3.620357 0.591262 -0.093 0.020 0.096
C -0.316046 3.556622 -3.474705 -0.030 -0.007 0.086
C -3.739222 -1.727133 2.336667 0.011 0.000 -0.106
C -3.460091 0.079496 0.639055 -0.321 0.024 -0.051
C -1.602272 1.271942 1.582677 0.029 0.108 0.187
C -3.052013 -1.232203 1.236112 -0.339 -0.210 0.411
C 3.261849 -2.249818 0.132214 -0.616 0.738 0.036
C -1.836929 -3.164453 1.076166 0.003 -0.479 0.255
C -2.096298 3.946336 -1.937974 0.118 -0.109 0.041
C -1.324121 4.383023 -2.997999 -0.061 -0.115 -0.003
C 1.588697 2.300536 0.197817 0.331 0.244 -0.029
C -0.123185 2.334730 -2.850851 0.124 0.211 -0.341
C 4.636762 -2.042196 0.727620 0.225 0.224 0.228
C -1.852237 2.682945 -1.401787 -0.036 0.365 -0.199
C -0.410719 2.136944 1.285699 -0.063 0.411 0.434
C -0.309691 3.436311 1.767274 -0.011 -0.110 -0.106
C -2.799103 2.155727 -0.352076 -0.169 0.028 -0.090
H 5.404996 -2.356173 0.019582 0.083 0.034 -0.040
H 2.313765 1.779983 -0.410860 0.130 0.014 -0.127
H 2.676366 -3.697950 -1.195020 0.182 -0.175 0.499
H -1.074447 -3.723871 0.555754 0.041 0.060 0.012
H -3.716551 1.895382 -0.894471 0.068 0.002 0.137
H -4.001626 -3.404566 3.646005 -0.025 -0.048 0.068
H 4.743655 -2.621834 1.646263 0.043 -0.068 0.011
H -1.245625 0.322940 1.997237 -0.013 0.096 0.074
H -3.056655 2.975531 0.338219 -0.038 -0.100 -0.019
H -4.206416 0.543917 1.306181 0.052 0.000 -0.076
H 2.595146 -4.116597 0.516215 0.408 -0.177 -0.377
H -2.287660 -4.770035 2.411409 0.091 -0.021 0.068
H -1.078631 3.846869 2.404826 -0.087 0.030 0.029
H 4.072502 -4.123553 -0.361788 -0.208 0.146 0.085
H -2.238163 1.766086 2.338661 0.003 -0.078 -0.091
H -1.523770 5.342298 -3.455681 0.059 0.045 -0.009
H -3.943932 -0.154592 -0.317322 -0.002 0.089 0.090
H 4.794225 -0.993607 0.958598 0.058 0.006 0.014
H -4.498789 -1.113664 2.795272 -0.066 0.035 0.103
H -2.888246 4.559845 -1.532599 -0.067 0.056 0.010
H 0.295754 3.851068 -4.312965 0.103 0.000 -0.026
H 0.664889 1.659503 -3.158710 0.069 -0.055 -0.106
H 0.895559 5.207206 1.754726 0.024 0.097 0.005
H 4.920732 -0.667674 -2.108638 0.329 -0.107 -0.312
H 2.626491 4.178965 0.279449 0.119 0.033 -0.034
H 2.971279 -1.395934 3.246019 0.217 -0.116 0.326



Record 3
11
Properties=species:S:1:pos:R:3:forces:R:3 method="wB97M-V/def2-TZVPD" e_homo_ev=-3.0 orbital_gap_ev=5.2 charge=-1
S 2.375603 0.914180 0.567749 0.755 1.477 -0.267
S -3.608912 -0.594786 0.069685 -0.220 -0.463 -0.352
O 2.188718 2.284720 0.042098 0.154 -2.445 0.464
O 3.080965 -0.040896 -0.272128 -0.639 0.939 0.230
N -0.014625 -0.074586 -0.832318 4.470 1.351 -1.620
N -1.237559 -0.186395 -1.233004 -0.486 0.290 -2.538
N 0.238929 -0.341865 0.420737 0.225 -0.298 -0.108
C -0.916613 -0.746378 0.857934 -1.396 0.075 1.938
C -1.909406 -0.619230 -0.213560 -0.538 -0.016 3.462
H 0.817614 0.283662 -1.369754 -1.995 -0.643 0.128
H -1.014716 -0.878426 1.962561 -0.330 -0.267 -1.336



Record 4
10
Properties=species:S:1:pos:R:3:forces:R:3 method="wB97M-V/def2-TZVPD" e_homo_ev="-5.6 / -10.6" s2=2.007 orbital_gap_ev="6.3 / 7.6" spin_multiplicity=3
P 1.421806 0.158220 -0.287076 -2.817 0.291 1.414
O 2.737576 0.437873 0.216198 3.448 2.151 0.671
O 0.238654 -1.507088 0.229679 -2.502 -2.499 0.556
C -0.872767 -0.696487 0.135604 0.310 0.743 -0.448
C -0.311685 0.728076 0.278960 0.371 1.322 -0.268
H -1.685062 -0.981326 0.784936 -0.282 -0.242 0.374
H -0.303170 1.235303 1.227638 0.398 -0.941 1.298
H -1.266322 -0.794395 -0.915761 0.315 -0.241 0.557
H 0.996594 -0.093211 -1.502380 0.185 0.030 -3.055
H -0.955622 1.513034 -0.167796 0.574 -0.613 -1.099



Record 5
30
Properties=species:S:1:pos:R:3:forces:R:3 method="wB97M-V/def2-TZVPD" e_homo_ev="-11.8 / -11.8" orbital_gap_ev="6.1 / 6.1" charge=+1
N -3.757890 1.587350 -0.361852 4.475 1.407 -0.655
N -0.018601 -1.226946 0.449203 0.888 2.297 -1.524
N 0.465590 -0.249615 -0.285994 -2.431 -2.555 1.381
N -0.368431 0.530223 -0.894677 1.016 0.629 -1.061
N 2.552434 1.173777 -0.176713 1.318 -3.448 2.451
N -2.126909 -1.992894 -0.976518 -0.835 -2.920 1.093
C 2.112614 2.436139 -0.512192 0.258 2.367 -3.295
C 1.951392 0.024007 -0.722875 0.300 1.225 3.525
C -4.568600 0.585747 -0.069437 -0.317 -2.049 0.999
C 3.307566 1.019354 1.129830 1.478 -1.206 -2.578
C -3.936201 -0.650111 -0.225678 -0.222 0.552 0.489
C -2.557121 -0.805719 -0.561280 -0.780 2.009 -1.268
C 0.855477 -2.021400 1.235589 -0.631 -3.120 0.014
C -2.547227 1.417264 -0.545977 -5.157 0.447 0.319
C -1.715239 0.388236 -0.784176 1.231 -0.803 1.469
H 0.206926 -2.350299 2.062374 0.357 0.061 -0.054
H -5.566694 0.720196 0.381752 0.612 0.102 -0.822
H 2.466344 -0.879271 -0.485758 0.421 -0.505 0.134
H -1.162459 -2.268386 -1.062724 0.293 0.825 0.005
H 2.909715 1.600218 1.926869 -0.831 -0.006 0.830
H 2.809431 3.187944 -0.114227 -0.451 -0.208 0.346
H -2.601896 -2.756523 -0.449155 0.285 0.622 -1.006
H -4.535338 -1.526285 -0.067276 -0.070 -0.358 0.007
H 1.744145 0.132243 -1.699673 -0.192 0.422 -3.659
H 1.166479 -3.053567 0.760015 -0.327 2.088 0.455
H 1.041155 2.641572 -0.186226 1.250 0.161 -0.914
H 1.673808 -1.530375 1.675679 1.295 0.658 0.312
H 3.415605 -0.106622 1.286433 -0.171 1.724 0.387
H 2.428170 2.537567 -1.699986 -1.897 0.179 2.535
H 4.355742 1.436165 0.974642 -1.166 -0.597 0.087



Record 6
25
Properties=species:S:1:pos:R:3:forces:R:3 method="wB97M-V/def2-TZVPD" e_homo_ev="-14.4 / -14.4" orbital_gap_ev="5.7 / 5.7" charge=+2
S -1.979288 -1.102442 -2.652275 -2.862 -1.265 -0.447
O 2.199103 0.551270 0.914369 1.193 0.419 1.201
N -2.406813 -0.460663 1.007566 -0.404 0.433 -1.103
N -0.040972 -0.082734 2.714349 0.454 2.146 2.088
N -0.081790 0.042982 1.354294 2.082 0.701 -0.194
N 4.761980 0.379528 0.823098 -0.491 1.181 3.018
N 0.551516 0.604063 -0.643308 -1.062 0.342 -2.501
C -1.194093 -0.055417 0.580752 -0.932 -0.643 0.144
C -3.655941 -1.234757 -2.686728 1.049 -1.993 0.984
C -0.867909 0.292716 -0.692099 0.760 0.327 -1.289
C 1.042365 0.481588 0.580404 -2.137 -1.533 -0.355
C -1.631038 0.487738 -1.982065 0.672 2.246 1.682
H -4.179502 -2.257257 -2.646709 1.475 1.180 -0.738
H -0.941407 1.115952 -2.538745 0.056 -0.480 -0.966
H 5.024904 1.357094 1.111292 -0.165 -0.819 -1.465
H 5.415203 -0.183617 1.332415 0.326 -0.745 0.798
H -2.520436 1.136646 -1.969254 -0.011 -0.508 0.395
H 3.755252 0.273057 1.170522 0.685 -0.146 -0.549
H 0.317246 0.843014 3.164703 -1.033 -2.133 -1.064
H -2.626941 -0.953464 1.833954 0.492 -0.226 1.193
H -3.039926 -0.699664 0.262844 -0.121 0.148 0.054
H 4.833472 0.041552 -0.099984 0.082 0.560 -1.820
H 0.574804 -0.820238 3.039415 -0.021 -0.139 -0.374
H 1.112558 0.750358 -1.507187 -0.526 -0.054 1.373
H -4.422346 -0.507306 -2.471622 0.438 1.001 -0.067



Calculated max |F| in order - 0.0473; 0.0377; 0.0961; 0.0801; 0.1009; 0.0637 Eh/bohr
Calculated energy above the lowest of the compared OMol25 structures with the same formula, charge and spin in order - 0.384; 0.285; 1.115; 1.338; 6.491; 0.000 eV